Here is a cluster of 5 separate species, C42H37F6N3O19PS in total from the OMol25 dataset. Energies are from the ωB97M-V functional and the def2-TZVPD basis.

```
109
C42H37F6N3O19PS (the ωB97M-V functional and the def2-TZVPD basis)
C 7.2428 1.0359 0.1621
C 6.2232 0.3907 1.1170
O 6.8243 -0.6334 1.9010
C 5.0905 -0.2593 0.3573
N 3.9425 -0.5281 1.2133
C 2.7072 -0.8108 0.4899
C 1.5586 -0.1786 1.2320
O 0.3268 -0.1377 0.4510
C 0.2337 0.7866 -0.4806
C 0.5834 0.7060 -1.7857
N 0.2359 1.8861 -2.3782
C 0.5043 2.1194 -3.7996
C -0.7108 1.9775 -4.6824
O -0.7277 2.2434 -5.8384
F -1.7839 1.4946 -4.0233
C -0.3394 2.6979 -1.4825
P -0.9581 4.3690 -1.9657
S -0.1753 5.8855 -1.0943
N -0.3510 2.0392 -0.2998
C -0.9418 2.5101 0.9970
F -0.2513 1.8562 1.9369
F -0.6500 3.8003 1.1155
C -2.4026 2.2127 1.1256
C -3.3486 3.0294 0.5286
C -4.6958 2.7278 0.6258
C -5.0979 1.6080 1.3306
C -4.1450 0.8152 1.9490
C -4.6085 -0.3716 2.7424
F -3.5975 -1.0815 3.2386
F -5.3536 -1.1969 1.9966
F -5.3708 0.0173 3.7700
C -2.7992 1.1026 1.8532
H 7.3912 2.0863 0.3849
H 8.1922 0.5226 0.2628
H 6.9215 0.9476 -0.8709
H 5.8155 1.1623 1.7765
H 7.5903 -0.2628 2.3461
H 4.8170 0.4269 -0.4547
H 5.4655 -1.1816 -0.0798
H 3.8242 0.2786 1.8136
H 2.7930 -0.4248 -0.5336
H 2.5675 -1.8804 0.4170
H 1.3554 -0.7388 2.1346
H 1.8216 0.8426 1.4879
H 1.0489 -0.1087 -2.3035
H 1.1958 1.3497 -4.1232
H 0.9595 3.0858 -3.9681
H -0.6838 4.3022 -3.3338
H -2.3477 4.2305 -1.9320
H -3.0429 3.9235 0.0108
H -5.4078 3.3833 0.1551
H -6.1438 1.3599 1.4029
H -2.0839 0.4665 2.3447
C 2.0792 7.4232 2.6149
C 2.0807 8.1143 1.4680
C 3.2812 8.9012 1.0015
O 3.1762 9.4707 -0.0688
C 4.4612 8.9272 1.8399
C 4.4612 8.2398 2.9917
C 3.2688 7.4314 3.4450
O 3.3769 6.8237 4.4928
O 5.4883 8.2017 3.8226
O 1.0482 8.1687 0.6391
H 1.2242 6.8558 2.9546
H 5.3109 9.5055 1.5062
H 5.2194 7.6362 4.5722
H 1.3316 8.7388 -0.1045
C 1.6459 -5.5563 1.8230
C 1.4400 -6.1613 3.0043
C 0.4868 -5.6018 4.0341
O 0.3541 -6.2280 5.0647
C -0.2072 -4.3601 3.7334
C 0.0053 -3.7628 2.5562
C 0.9434 -4.3324 1.5220
O 1.0605 -3.7192 0.4702
O -0.5908 -2.6283 2.1948
O 2.0372 -7.2784 3.3666
H 2.3246 -5.9498 1.0799
H -0.8805 -3.9603 4.4786
H -0.2692 -2.4286 1.2942
H 1.7072 -7.4986 4.2599
C -7.5833 -7.0767 2.6853
C -8.4828 -6.1230 2.9687
C -8.1686 -4.6533 2.8206
O -9.0575 -3.8665 3.0858
C -6.8421 -4.2691 2.3787
C -5.9447 -5.2224 2.0992
C -6.2659 -6.6916 2.2253
O -5.3787 -7.4710 1.9289
O -4.7074 -4.9784 1.6902
O -9.7085 -6.3742 3.3946
H -7.8001 -8.1305 2.7862
H -6.6220 -3.2161 2.2905
H -4.2943 -5.8559 1.5644
H -10.1426 -5.5077 3.5171
C -0.0108 -2.2681 -8.3757
C 0.1674 -1.2221 -7.5581
C 1.3346 -1.1509 -6.6013
O 1.3953 -0.1664 -5.8719
C 2.2819 -2.2309 -6.5674
C 2.1120 -3.2770 -7.3954
C 0.9499 -3.3547 -8.3610
O 0.8949 -4.3371 -9.0699
O 2.9201 -4.3106 -7.4366
O -0.6679 -0.1872 -7.5120
H -0.8441 -2.3357 -9.0604
H 3.1056 -2.1707 -5.8702
H 2.5689 -4.9163 -8.1211
H -0.2878 0.5067 -6.9319
```

Calculated values
Spin multiplicity: 1
Molar mass: 1064.79 Da
LUMO: -3.85 eV
Frontier orbital gap: 7.12 eV
Net charge: +1
Energy relative to the best compared isomer or geometry (same formula, charge and spin): 0.00 kJ/mol



Here is a structure of composition C13H20I2N3O8P2Yb from the OMol25 dataset. Energies are from the ωB97M-V functional and the def2-TZVPD basis.

```
49
C13H20I2N3O8P2Yb (the ωB97M-V functional and the def2-TZVPD basis)
I 0.5680 -0.9876 -3.7035
I -2.5279 -2.0861 -2.7679
Yb -0.9507 -0.2502 0.1226
P -0.1252 1.3346 -3.9983
C 1.0531 2.2923 -3.0678
C 0.0800 1.6396 -5.7559
H -0.1891 2.6933 -5.9322
H -2.2044 2.4703 -4.1381
H -0.5545 0.9752 -6.3615
H -2.3867 0.8902 -3.2760
H 1.9079 1.6547 -2.8427
H 1.1279 1.4593 -6.0278
C -1.7579 1.7826 -3.4075
H 1.3684 3.1821 -3.6194
H -1.6446 2.3062 -2.4461
H 0.5900 2.5814 -2.1212
P -0.7043 -3.3551 0.1202
C 0.2046 -4.0938 1.5319
C -2.4025 -3.9080 0.5931
H -0.7671 -4.2500 -2.1292
H -0.6805 -5.5900 -0.9031
H 0.7899 -4.6120 -1.3060
C -0.3040 -4.5909 -1.1873
H -3.0929 -3.5970 -0.2066
H -2.4123 -5.0030 0.7176
H -0.2474 -5.0590 1.7945
H 0.1186 -3.3986 2.3784
H -2.6766 -3.4063 1.5363
H 1.2634 -4.2331 1.2813
C 1.2560 -1.2540 0.3322
O 2.3035 -1.7324 0.4940
O 2.8598 4.1908 5.0812
N 1.8766 3.4368 5.2586
O 1.3480 3.2345 6.3789
C 1.2838 2.7702 4.1124
C 1.8083 2.9589 2.8229
C 1.1569 2.3735 1.7329
C -0.1760 1.8256 1.9051
O -1.0581 1.7575 0.9575
C -0.4365 1.3087 3.2320
C 0.2107 1.8866 4.3276
N -1.2603 0.1433 3.3594
O -1.8047 -0.1662 4.4151
O -1.3690 -0.6077 2.2971
N 1.8253 2.0665 0.4910
O 2.7956 2.7376 0.1175
O 1.3503 1.0917 -0.2109
H 2.7412 3.5104 2.6970
H -0.1546 1.6267 5.3206
```

Calculated values
Spin multiplicity: 2
Molar mass: 835.11 Da
LUMO (spin up / spin down): -8.44 / -8.70 eV
Frontier orbital gap (spin up / spin down): 4.99 / 4.73 eV
Net charge: +2



Here is a structure of composition C10H23CrN9O6 from the OMol25 dataset. Energies are from the ωB97M-V functional and the def2-TZVPD basis.

```
49
C10H23CrN9O6 (the ωB97M-V functional and the def2-TZVPD basis)
O 1.2257 3.5540 -0.5093
H 1.5670 4.3476 -0.9628
Cr 0.1175 0.3843 -0.3892
N -0.5502 1.7443 0.9737
N 1.3919 0.0304 1.2182
N -1.1827 0.0240 -1.8749
N 0.6598 -1.4950 -1.0591
O -1.6657 2.3207 1.0211
O -2.1735 0.8512 -2.2484
O 1.4905 -2.3554 -0.4684
O 2.2237 -0.9364 1.4395
C 1.3972 1.0482 2.1073
C 0.3726 2.0091 1.9499
C -1.0665 -1.1191 -2.5629
C -0.0216 -1.9769 -2.1070
C 0.1900 3.2485 2.7342
H 0.3778 4.1095 2.0846
H 0.8901 3.2822 3.5665
H -0.8331 3.3085 3.1140
C 2.4613 1.0474 3.1347
H 3.4340 1.2105 2.6554
H 2.4943 0.0809 3.6487
H 2.2951 1.8401 3.8655
C -2.0064 -1.4805 -3.6607
C 0.2114 -3.3374 -2.6549
H -2.5863 -0.6176 -3.9927
H -2.7057 -2.2590 -3.3302
H -1.4649 -1.8898 -4.5192
H 0.9082 -3.8786 -2.0139
H 0.6255 -3.2740 -3.6668
H -0.7327 -3.8888 -2.7152
H -1.7326 1.7829 -1.9143
H 1.7707 -1.8149 0.4156
C 1.7861 1.4533 -1.2514
H 2.0377 2.4933 -0.8669
H 1.4867 1.5603 -2.3010
H 2.6596 0.7818 -1.1723
O -0.7582 2.7549 -1.6047
H 0.2258 3.2254 -1.0372
H -0.8082 3.3535 -2.3715
N -1.1136 -3.6881 3.0034
N -1.3496 -2.7030 2.0692
N -2.5837 -2.1503 1.9561
C -2.2993 -1.0870 1.1763
N -1.0044 -0.9986 0.8835
N -0.3746 -2.0425 1.5043
H -0.2854 -4.2149 2.7485
H -1.9411 -4.2524 3.1338
H -3.0599 -0.3865 0.8506
```

Calculated values
Spin multiplicity: 5
Molar mass: 417.35 Da
LUMO (spin up / spin down): -0.34 / -1.20 eV
Frontier orbital gap (spin up / spin down): 6.68 / 5.92 eV
Net charge: 0
Energy relative to the best compared isomer or geometry (same formula, charge and spin): 91.38 kJ/mol



Here is a structure of composition C36H43IrN7OSe2 from the OMol25 dataset. Energies are from the ωB97M-V functional and the def2-TZVPD basis.

```
90
C36H43IrN7OSe2 (the ωB97M-V functional and the def2-TZVPD basis)
Ir -1.1598 0.3405 1.2362
C 5.7236 -0.4260 3.4276
C 4.3568 -0.5534 2.8271
C 3.8347 -1.7966 2.4567
C 2.5764 -1.8944 1.9227
C 1.7537 -0.7586 1.7116
N 0.5170 -0.9227 1.1478
C 0.3887 -1.9929 0.2486
C 1.3803 -2.2074 -0.7176
C 1.2908 -3.2284 -1.6398
C 0.1843 -4.0765 -1.6535
C 0.0567 -5.1815 -2.6621
C -0.8141 -3.8520 -0.7115
C -0.7169 -2.8469 0.2357
N -1.7126 -2.7658 1.2322
C -2.4413 -3.7969 1.7312
C -3.3125 -3.2792 2.6494
C -3.0410 -1.9036 2.6609
N -2.0656 -1.6070 1.8173
C 2.2653 0.4765 2.1417
C 3.5366 0.5609 2.6790
N 1.5211 1.6609 2.0145
C 2.0228 2.9130 1.9581
C 0.9854 3.7910 2.1310
C -0.1404 2.9815 2.2790
N 0.1811 1.6899 2.1973
H 6.3874 -1.2116 3.0712
H 5.6611 -0.5157 4.5152
H 6.1691 0.5421 3.2033
H 4.4182 -2.6948 2.6177
H 2.1725 -2.8674 1.6805
H 2.2244 -1.5287 -0.7455
H 2.0815 -3.3622 -2.3681
H 1.0259 -5.4411 -3.0838
H -0.5952 -4.8834 -3.4881
H -0.3782 -6.0744 -2.2137
H -1.6910 -4.4885 -0.7192
H -2.2699 -4.8155 1.4279
H -4.0374 -3.8102 3.2412
H -3.4920 -1.1283 3.2548
H 3.9036 1.5195 3.0217
H 3.0680 3.0986 1.7784
H 1.0320 4.8663 2.1522
H -1.1555 3.2678 2.4809
C -4.1133 1.0095 5.0480
Se -3.0186 1.5818 3.5419
C -4.4844 1.7966 2.2615
C -4.1694 2.8970 1.2834
Se -2.6910 2.3993 0.0860
C -1.8807 4.1614 -0.0232
H -4.7232 0.1516 4.7740
H -4.7467 1.8371 5.3544
H -3.4415 0.7459 5.8601
H -5.3762 2.0426 2.8359
H -4.6459 0.8445 1.7561
H -3.8716 3.8107 1.7946
H -5.0298 3.1122 0.6516
H -2.5955 4.8187 -0.5112
H -0.9825 4.0737 -0.6298
H -1.6283 4.5386 0.9606
C 0.9483 1.7817 -1.3308
C 2.2159 2.2643 -1.6756
C 3.3938 1.6522 -1.1715
C 4.6417 2.1355 -1.4976
C 4.7714 3.2443 -2.3349
C 3.6307 3.8576 -2.8531
C 2.3770 3.3821 -2.5344
H 0.0448 2.2354 -1.7223
H 0.8357 0.9321 -0.6710
H 3.2938 0.7861 -0.5226
H 5.5285 1.6485 -1.1106
H 5.7526 3.6250 -2.5838
H 3.7303 4.7100 -3.5127
H 1.4936 3.8614 -2.9414
N -1.7656 -0.3542 -0.7375
C -1.7885 -0.3235 -1.8939
N -1.8177 -0.2391 -3.1989
C -2.9981 -0.7121 -3.9504
C -2.7209 -2.1151 -4.4651
O -1.5266 -2.1502 -5.2231
C -0.3951 -1.7341 -4.4825
C -0.5658 -0.3115 -3.9805
H -3.1490 -0.0293 -4.7860
H -3.8764 -0.6923 -3.3080
H -3.5203 -2.4394 -5.1278
H -2.6548 -2.8082 -3.6139
H 0.4610 -1.8040 -5.1509
H -0.2389 -2.3981 -3.6228
H -0.6717 0.3701 -4.8247
H 0.2733 0.0066 -3.3631
```

Calculated values
Spin multiplicity: 2
Molar mass: 939.93 Da
LUMO (spin up / spin down): -8.35 / -8.35 eV
Frontier orbital gap (spin up / spin down): 3.01 / 2.96 eV
Net charge: +2
Energy relative to the best compared isomer or geometry (same formula, charge and spin): 434.07 kJ/mol



Q: Which of these has the lowest molar mass?
A: C10H23CrN9O6



Q: Number 1 is which compound?
A: C42H37F6N3O19PS